Computed, not measured: a structure of composition C29H44MnNOSi2, with the ωB97M-V functional and the def2-TZVPD basis.

Geometry as XYZ:
```
78
Properties=species:S:1:pos:R:3:mulliken_charge:R:1
C -1.2610 -1.8859 -1.5184 0.054
C -1.1723 0.7281 -2.8871 -0.265
C 0.0061 -2.3062 0.3818 -1.703
C 2.1058 -0.6674 -0.5689 -1.719
Mn -0.0072 -0.3397 -0.5466 0.421
H -0.2668 0.6828 -6.0882 0.589
C 2.7863 0.9224 3.8813 -0.972
H 1.8461 -0.6474 -6.2812 0.446
H 3.6093 1.4934 4.3375 0.401
H -3.8872 1.6503 1.8978 0.527
C 1.7996 2.7081 -4.3223 -0.369
H -1.5231 -1.4561 1.8136 0.746
H -2.1297 4.4737 2.1584 0.390
C 1.8366 0.3152 -1.5687 0.660
H 2.6233 -1.6062 -0.7590 0.579
H 1.2316 -0.6851 6.0324 0.324
H -2.8930 0.1929 2.0537 0.247
C -2.8548 1.2691 1.8392 -0.705
H -0.1986 -3.1611 -3.7248 0.370
H 0.6429 -3.0476 -1.6732 0.425
H -1.2857 -0.4226 -4.6452 0.752
C -3.1926 -1.4916 -3.1065 -1.942
C 1.1584 1.1914 0.4637 0.740
H 1.4900 0.7545 7.0361 0.337
H 3.0148 -0.1437 4.0218 0.318
C 3.0197 2.0786 -4.5860 -0.608
H 2.1556 0.2751 -2.6064 0.452
H -0.4995 4.3605 2.8386 0.306
C 0.6047 2.1222 -4.7533 0.618
H 1.8233 -0.5719 1.6848 0.669
Si 1.1229 1.3967 4.6427 0.154
C -0.9308 -0.5581 -3.6138 -1.241
H -1.3101 2.9780 -5.2739 0.355
C -0.0453 -2.4826 -1.0454 -0.525
C -1.2020 -1.6591 0.7985 -0.106
H -3.5244 -0.6505 -2.4854 0.365
H -2.2276 3.1884 5.3320 0.287
C -0.2811 1.1009 3.4668 0.029
H 2.1047 3.3415 5.8527 0.371
C 1.2653 3.2147 5.1513 -1.051
H 0.1587 -0.7464 -3.6801 0.267
H -0.5433 3.6709 -3.8275 0.422
C 0.9032 0.3507 6.1980 -1.121
C -1.9968 -1.4420 -0.3683 -0.494
H -2.3795 2.2958 -3.1293 0.387
H -3.0294 1.6198 5.1448 0.323
C -1.6863 -1.7590 -2.9777 2.224
H -1.7848 -3.8882 -3.3564 0.428
H 1.7616 3.6575 -3.7760 0.450
H -3.7611 -2.3810 -2.8148 0.408
C -0.7169 2.7367 -4.3799 -1.275
H 2.8011 1.1251 2.8029 0.234
H -2.5200 1.3884 0.7965 -0.111
H 0.3636 3.5865 5.6570 0.319
H -3.0250 -1.0795 -0.3873 0.459
H -0.8527 3.6585 1.2476 0.240
C 1.6833 -0.1332 0.6987 -0.820
H 0.7483 -2.7451 1.0454 0.594
H -3.4409 -1.2613 -4.1488 0.395
H -3.7040 3.0593 4.3599 0.325
H 1.0943 2.4255 -1.4042 0.483
H 0.8136 1.8905 1.2243 0.527
H -1.5763 -2.8809 -4.8142 0.417
H -0.3465 0.0451 3.1266 0.280
Si -1.7424 2.1703 3.0726 0.022
C 3.0396 0.8539 -5.2625 -0.536
C 0.6506 1.0074 -5.5915 -0.138
N -1.5408 1.8600 -3.5135 0.087
C -1.2549 3.8121 2.2594 -0.956
H -0.1510 0.3214 6.5049 0.317
C -2.7643 2.5481 4.6182 -1.043
O -1.0423 0.7474 -1.6013 0.001
C 1.2849 1.4636 -0.9268 -1.503
C 1.8494 0.3083 -5.7536 -0.617
C -1.2845 -3.0015 -3.7632 -1.836
H 3.9822 0.3210 -5.4049 0.420
H 1.4615 3.8702 4.2909 0.323
H 3.9513 2.5420 -4.2492 0.378
```

## Properties
Charge ... +1
2S+1 ... 4
Kohn-Sham gap (alpha / beta) ... 7.16 / 8.78 eV

***

Computed, not measured: a cluster of 4 separate species, C29H44N4O4S in total, with the ωB97M-V functional and the def2-TZVPD basis.

Geometry as XYZ:
```
82
Properties=species:S:1:pos:R:3:mulliken_charge:R:1
H 3.8620 -3.2972 1.9619 0.452
C -2.7689 0.4910 0.3488 -0.799
H -5.4588 0.7279 2.3440 0.542
H 2.3250 0.4830 -3.9504 0.348
C 1.4732 -0.1217 -4.2469 -0.002
N 0.9581 -0.8952 -3.2990 -0.119
C 4.3902 -1.4991 -0.0779 -1.141
H -6.3531 -2.6730 1.4001 0.343
H 8.6796 -1.1535 6.4994 0.345
H 3.8495 1.0476 -0.2473 0.421
C -4.1821 3.4122 -3.4590 -0.379
C -0.0824 -1.6513 -3.6241 -0.141
H 6.6010 -1.2136 5.1350 0.346
H -2.0553 1.8851 1.7248 0.397
H 4.3647 -2.5485 -0.3098 0.403
H 10.6004 -3.3458 3.3534 0.343
C 3.1439 -0.9041 -0.6842 -0.217
C -4.1087 1.0959 0.7094 -0.203
C -5.4226 4.5550 -1.7888 -0.419
C -5.1003 3.3675 -2.4250 0.017
H -1.5397 0.2798 2.0602 0.354
H 10.7334 -2.2474 5.5925 0.367
H -2.8525 -0.5755 0.4226 0.304
H -1.4871 -2.3218 -5.1006 0.382
C -5.7024 -0.7816 0.9756 1.357
C 0.9836 -0.0658 -5.5421 -0.786
C 2.1424 0.7608 0.9958 -1.037
H -7.7933 -0.9657 1.2275 0.431
H 0.5043 0.0291 2.0869 0.447
H 3.2936 -0.9335 -1.7452 0.093
H 2.7005 0.4023 1.8383 0.370
H 2.0429 1.8190 1.1373 0.461
O -5.1768 -1.2321 -0.2703 -0.339
H 0.5896 -0.6834 0.5119 0.151
O -6.3583 -2.0603 -2.1738 -0.603
H 2.5630 -2.1838 1.7688 0.370
C 9.8094 -2.2494 5.0297 -0.123
N 7.4325 -2.2548 3.5821 -0.276
C -3.9100 5.6544 -3.2617 -0.280
O -7.3750 -0.4952 -0.6881 -0.370
H -5.0346 6.6753 -1.7449 0.359
H -0.5092 -0.8498 -6.8703 0.396
C 4.5303 -1.3966 1.4104 -0.054
N -3.5914 4.5241 -3.8812 -0.585
H 5.2638 -1.0931 -0.5561 0.355
H 4.5020 -0.3842 1.7615 0.342
C 7.5137 -1.6753 4.7733 -0.051
C 0.7224 0.2311 1.0581 -0.365
C 8.5302 -2.8311 3.1086 -0.088
H -2.5162 0.6981 -0.6685 0.614
C 8.6724 -1.6425 5.5354 -0.626
H 2.2862 -1.5146 -0.5229 0.449
H -6.2015 -1.7493 2.7069 0.272
H -4.1248 -0.3654 2.2790 0.588
C 9.7390 -2.8588 3.7886 -0.612
O -5.6850 0.2268 -2.1203 -0.476
C -0.3074 1.2579 0.6363 -0.854
H -6.1360 4.5686 -0.9745 0.392
H -3.4145 6.5483 -3.6260 0.340
C -1.6662 0.9950 1.2735 -0.763
H 1.4394 0.5869 -6.2726 0.360
S -6.1279 -0.9196 -1.4796 1.082
C -4.8200 0.1819 1.6749 -2.004
C -0.0967 -0.8648 -5.8707 -0.122
C -0.6422 -1.6789 -4.8913 -0.726
H -3.9065 2.5073 -3.9757 0.479
C -4.8145 5.7258 -2.2132 -0.328
H -5.5460 2.4279 -2.1339 0.450
C -7.1117 -0.3246 0.7252 -0.613
H 2.3139 1.0089 -1.0698 0.381
H 8.4346 -3.2946 2.1323 0.352
C 3.5682 -2.2794 2.1375 -1.478
N -5.7392 -1.9910 1.8362 -0.810
H -4.7096 1.2545 -0.1665 -0.442
C 2.8994 0.5412 -0.3021 -0.756
H 0.0283 2.2269 0.9552 0.434
H 5.5072 -1.7581 1.6627 0.201
H -7.3132 0.6942 0.9693 0.290
H -0.4816 -2.2738 -2.8293 0.416
H -3.9505 2.0542 1.1635 0.791
H -0.4397 1.2832 -0.4297 0.316
H 3.6198 -2.1300 3.1987 0.287
```

## Properties
SMILES ... CCCCCCCCCCCC[C@@]1(N)COS(=O)(=O)O1.c1ccncc1.c1ccncc1.c1ccncc1
Kohn-Sham gap ... 9.84 eV

***

Computed, not measured: a structure of composition C29H45AsN5O3RbS3, with the ωB97M-V functional and the def2-TZVPD basis.

Geometry as XYZ:
```
87
Properties=species:S:1:pos:R:3:mulliken_charge:R:1
H 1.2432 5.0818 -4.8379 0.505
H -1.8562 -2.0132 -0.3287 0.240
H 1.9042 4.1193 3.4186 0.458
C 1.9793 -3.5292 2.9654 -1.485
H 2.9433 -1.9209 5.5849 0.419
H -1.4871 7.8765 -4.1951 0.388
C 3.6314 -0.7502 3.9269 0.041
H 6.8740 0.1494 3.4273 0.417
H 4.6239 2.8585 2.5311 0.221
C -1.5103 -2.2880 -1.3277 -0.499
C 3.8072 -1.4744 5.1049 -0.148
O 0.1297 7.2239 -5.3192 -0.528
C 1.8539 3.3904 -1.9799 -0.356
C -3.1825 -0.4067 3.7246 -0.787
H 1.0276 -3.4666 -2.5083 0.439
H -0.8270 -0.8160 -4.4760 0.494
H 3.5170 -2.9200 0.2930 0.470
C -0.8422 7.0045 -4.2991 -0.502
H 2.6586 2.9990 -1.3637 0.525
C 1.7912 -1.4813 -2.8637 -0.923
H -0.3617 6.8060 -3.3416 0.395
As 1.8286 -1.9075 1.8790 0.624
C -0.2163 4.2604 -3.4949 0.531
H 1.8960 -4.4052 2.3233 0.390
O -2.1441 3.6871 -4.7327 -0.634
H 1.4736 -0.6692 4.0220 0.672
C 4.2338 3.5985 1.8304 -1.066
O 2.6716 1.6877 0.9136 -0.320
C -1.4140 4.5736 -4.3432 -0.095
H 7.1563 -1.1432 5.5228 0.386
H 3.7931 -1.1741 0.4195 0.146
H 2.1918 -1.7063 -3.8629 0.330
C -3.6410 -1.7012 3.7207 -0.206
H 2.5913 2.4760 3.6826 0.246
C -1.9147 -0.0933 3.1763 0.075
C -1.6301 -2.3347 2.6523 -0.138
H 3.1583 4.2520 -3.4502 0.410
H -3.1737 -3.7437 3.1406 0.413
C 0.6304 -2.4458 -2.5636 -0.923
S 2.5708 3.1184 1.3915 0.524
Rb 0.3562 0.6553 0.3845 0.528
H 5.1785 -2.1790 6.5938 0.394
H 0.8173 1.6257 -3.6991 -0.369
H -0.9775 -3.0799 2.2039 0.464
N 0.6149 3.1437 -1.5506 0.176
C 1.0745 4.5350 -3.9178 0.101
H 0.3634 -2.3862 -0.5255 -0.297
H -3.7728 0.4001 4.1363 0.419
C -2.8507 -2.7118 3.1669 -1.102
C 6.0145 -0.3076 3.9034 -0.970
H 4.2137 4.5928 2.2777 0.440
N -1.1577 -1.0804 2.6522 0.225
H -3.3381 -1.4449 -2.0774 0.516
H 2.2121 0.3795 2.8185 -0.650
C 4.7554 -0.1687 3.3360 -0.154
C 5.0660 -1.6163 5.6754 -0.660
N 1.4136 -0.0848 -2.7231 0.388
N -0.0825 -2.0459 -1.3678 0.571
H -1.3982 3.3226 -1.9648 0.422
H 4.6289 0.3859 2.4109 0.770
H 1.1685 -3.5527 3.6938 0.361
H 4.3934 -2.2602 1.6903 0.465
H 4.8249 3.6095 0.9158 0.323
H 0.9294 2.6561 3.0404 -0.214
H 0.5399 8.0838 -5.1774 0.310
H 2.2079 0.4679 -2.4353 0.163
C 2.1332 4.0831 -3.1466 -1.298
C 3.5786 -2.0811 0.9883 -1.280
S -1.7834 0.2641 -2.5789 -0.016
N -1.6480 5.8863 -4.6499 -0.147
H 1.2716 0.3365 -4.8035 0.270
C 0.7571 0.5493 -3.8526 -0.012
H -4.6116 -1.9366 4.1423 0.351
H 2.9378 -3.5528 3.4836 0.493
H 2.5906 -1.6768 -2.1445 0.361
H -2.3856 6.0224 -5.3248 0.278
C -2.2883 -1.4699 -2.3683 -0.992
H -1.1405 0.8797 -4.7818 0.621
C 1.9357 3.0879 3.0598 -0.400
H -1.7826 -3.3438 -1.4774 0.282
H -0.0685 -2.4428 -3.4004 0.323
H -2.2545 -1.9347 -3.3539 0.378
C -0.7202 0.1833 -4.0554 -1.089
C 2.2842 -0.5949 3.2972 -0.226
C -0.3968 3.5704 -2.3028 -0.643
S -1.3425 1.5464 3.1523 -0.533
C 6.1756 -1.0338 5.0776 -0.494
```

## Properties
Kohn-Sham gap ... 6.23 eV

***

> What is the formula in the second record?

C29H44N4O4S